Below is FH5N3P in the gas phase, with properties calculated with wB97M-V/def2-TZVPD.

As for the HOMO energy: -9.76 eV. The calculation puts the total energy at -608.52846 Eh. As for the energy above the lowest of the compared OMol25 structures with the same formula, charge and spin: 9.6 kcal/mol. Its SMILES is N=P(N)(N)F.

The geometry in XYZ format:
```
10
Properties=species:S:1:pos:R:3:forces:R:3:lowdin_charge:R:1
N -0.45979 1.77029 -0.50969 0.80 -2.02 0.87 -0.1799
P -0.30310 0.26387 -0.08776 -4.24 0.56 0.99 0.5517
N 0.22732 0.36222 1.50625 0.16 0.47 -2.82 -0.0684
N 0.47133 -0.81912 -1.01003 0.25 0.71 -0.38 -0.0772
F -1.98577 -0.55241 -0.03808 3.85 1.18 0.17 -0.3591
H -0.41015 1.85900 -1.49583 -0.20 0.41 -1.15 -0.0440
H -0.15987 -0.20517 2.19680 -0.82 -0.98 1.25 0.0248
H 0.03728 1.34752 1.58181 0.08 0.52 1.14 0.0251
H 1.32665 -0.38357 -1.33234 0.15 -0.61 -0.18 0.0651
H 0.45346 -1.81235 -0.90072 -0.04 -0.25 0.11 0.0619
```
Positions in Å, forces in eV/Å.

=====

Below is 12 unconnected molecules or ions with the total composition C61H66BrN14O, with properties calculated with wB97M-V/def2-TZVPD.

As for the HOMO energy: -10.69 eV. The calculation puts the total energy at -5779.44905 Eh. As for the charge: +1.

The geometry in XYZ format:
```
143
Properties=species:S:1:pos:R:3:forces:R:3:lowdin_charge:R:1
N 3.40652 2.57070 -0.49281 -1.03 0.67 -0.23 0.1776
C 2.38542 3.47970 -0.36128 -1.86 1.32 0.10 -0.1836
N 1.55886 3.74410 0.87689 0.89 -0.78 -4.80 0.0831
C 0.38596 4.66556 0.53853 -0.59 1.37 -1.11 -0.1404
C -0.41205 4.19949 -0.85389 -0.69 0.61 0.37 -0.2396
C -1.56947 3.13756 -0.39581 -1.02 0.20 -0.08 -0.1323
C -1.83573 1.89545 -1.43130 1.90 -6.50 4.19 -0.5706
O -1.61452 0.64842 -0.93808 -1.80 8.86 -4.00 -0.1258
Br -2.40496 2.09842 -3.36696 0.62 0.05 2.17 0.6507
C 0.63279 3.66258 -1.99347 -0.26 0.31 -0.19 -0.1584
N 2.00238 4.27462 -1.62745 0.92 -3.74 2.63 0.0304
H 3.46274 2.06804 -1.42792 0.26 1.23 1.73 0.1595
H 4.09148 2.29097 0.24682 -1.46 0.22 -0.65 0.1558
H 1.20662 2.84849 1.31850 0.93 0.57 0.11 0.1032
H -0.41340 4.70438 1.40546 2.00 -0.31 -1.59 0.1504
H 0.77801 5.77671 0.35079 -0.68 -2.61 0.56 0.1464
H -0.97153 5.18384 -1.22992 1.44 -2.21 0.60 0.1608
H -1.33315 2.72197 0.69704 -0.50 0.32 -2.66 0.1354
H -2.61393 3.70305 -0.28308 2.29 -1.14 -0.38 0.1444
H 0.81699 2.50132 -1.99896 -1.08 2.08 -0.09 0.1326
H 0.37424 4.04077 -3.08637 0.37 -0.88 2.46 0.1432
H 2.70540 3.99500 -2.37093 -0.96 0.59 1.18 0.1325
N 1.03733 1.54133 3.18589 0.28 -0.08 0.45 0.0245
C 0.49089 0.39801 3.65448 0.12 0.58 -0.51 -0.1397
C 0.75786 -0.12594 4.90921 0.24 0.12 0.10 -0.0488
C 1.64210 0.56060 5.73461 -0.03 0.04 -0.10 -0.0488
C 2.22251 1.74006 5.27950 -0.05 -0.01 -0.09 -0.0649
C 1.89057 2.18664 4.01053 -0.49 -0.41 -0.41 -0.1659
H -0.18988 -0.10265 2.97217 0.04 0.01 0.09 0.0936
H 0.28814 -1.04715 5.23478 -0.04 0.15 -0.05 0.0785
H 1.87687 0.17998 6.72439 -0.02 0.07 -0.13 0.1015
H 2.91592 2.29820 5.89831 -0.08 -0.13 -0.03 0.0713
H 2.31444 3.10390 3.61145 0.03 0.00 0.09 0.0858
N -0.69023 -2.98248 0.37663 -0.35 -0.42 -0.80 0.0569
C -1.12624 -2.07178 -0.52106 0.45 -0.38 0.78 -0.1677
C -1.67052 -2.40230 -1.75178 -0.01 -0.28 0.01 -0.0797
C -1.77147 -3.74846 -2.08664 -0.08 -0.07 0.05 -0.0860
C -1.32922 -4.70993 -1.18381 0.04 0.29 -0.25 -0.0897
C -0.80280 -4.28155 0.02420 0.26 0.83 0.31 -0.1714
H -1.02318 -1.03478 -0.21498 0.01 -0.55 -0.03 0.0626
H -2.00711 -1.62891 -2.43283 0.01 -0.02 0.11 0.0972
H -2.19147 -4.04603 -3.04305 0.03 0.03 0.14 0.1099
H -1.39361 -5.76711 -1.41509 0.00 0.08 0.03 0.1144
H -0.44742 -4.99369 0.76372 -0.03 0.00 -0.07 0.1091
N 0.02769 -5.10450 -6.06813 -0.07 1.03 -0.07 0.0678
C 0.00383 -4.44921 -7.24940 -0.03 -0.57 0.71 -0.1635
C -0.11410 -3.07341 -7.36516 -0.12 0.08 0.30 -0.0929
C -0.21802 -2.32136 -6.19978 -0.13 0.12 0.14 -0.0805
C -0.19841 -2.96765 -4.96809 0.06 0.02 -0.35 -0.0729
C -0.07327 -4.34752 -4.95402 0.14 -0.63 -0.68 -0.1486
H 0.08465 -5.08007 -8.12982 0.00 0.06 0.03 0.1081
H -0.12512 -2.59981 -8.34028 -0.02 -0.08 0.07 0.0939
H -0.31325 -1.24063 -6.25076 0.06 -0.19 -0.08 0.0689
H -0.27794 -2.41017 -4.04172 0.04 -0.08 -0.10 0.0808
H -0.04934 -4.89770 -4.01752 0.03 0.06 -0.06 0.0945
N 0.21443 0.65763 -7.39262 0.19 1.03 -0.58 0.0507
C 0.08681 1.90856 -6.89840 0.10 -0.84 -0.36 -0.1527
C 0.30719 3.05702 -7.64179 0.07 -0.10 -0.17 -0.0775
C 0.68555 2.91694 -8.97285 0.02 -0.02 -0.06 -0.0703
C 0.82716 1.64162 -9.51009 -0.04 0.28 0.14 -0.0606
C 0.58120 0.55338 -8.68841 -0.25 -0.09 0.86 -0.1301
H -0.20702 1.96547 -5.85433 -0.02 0.03 -0.02 0.0698
H 0.18719 4.03685 -7.19371 -0.01 -0.08 -0.04 0.0992
H 0.86834 3.79417 -9.58662 -0.03 -0.11 0.07 0.1099
H 1.12123 1.49875 -10.54371 -0.04 -0.01 0.11 0.1086
H 0.67467 -0.46243 -9.06216 0.03 0.11 -0.01 0.0973
N -5.00881 -5.97758 0.70157 -0.15 1.03 0.15 0.0651
C -6.23382 -5.43696 0.88167 0.78 -0.51 -0.15 -0.1450
C -6.46015 -4.08037 1.05076 0.22 0.18 0.01 -0.0720
C -5.36443 -3.22378 1.03873 -0.01 -0.05 0.00 -0.0809
C -4.08989 -3.75076 0.85720 -0.25 0.15 0.05 -0.0792
C -3.96458 -5.12086 0.69273 -0.70 -0.79 0.06 -0.1518
H -7.05615 -6.14647 0.88672 0.04 0.08 0.00 0.1036
H -7.46625 -3.70098 1.18893 0.08 -0.06 -0.01 0.1028
H -5.50242 -2.15442 1.16945 0.00 -0.09 -0.04 0.0954
H -3.21558 -3.10994 0.84346 -0.06 -0.08 -0.01 0.0782
H -2.99119 -5.57990 0.54411 -0.22 0.07 0.09 0.0816
N -3.10648 1.39167 3.37146 -0.70 -0.34 0.33 0.0543
C -3.56991 0.16006 3.06533 0.29 0.80 0.16 -0.1723
C -4.64846 -0.43677 3.69832 -0.08 0.17 0.13 -0.0781
C -5.29058 0.26890 4.71036 0.02 0.05 0.01 -0.0582
C -4.83539 1.53884 5.04972 -0.07 -0.31 0.03 -0.0790
C -3.75124 2.05319 4.35692 0.54 -0.39 -0.59 -0.1736
H -3.03366 -0.35160 2.27142 -0.04 -0.03 -0.01 0.0909
H -4.97948 -1.42788 3.40957 0.07 0.05 0.04 0.0895
H -6.13880 -0.16690 5.23021 0.11 0.05 -0.06 0.1108
H -5.31378 2.11421 5.83416 0.06 0.00 -0.16 0.0990
H -3.36094 3.04168 4.58242 -0.08 -0.07 0.04 0.1013
N -1.75524 -2.24776 5.90250 -0.29 -0.96 -0.18 0.0515
C -2.04821 -2.69468 4.66162 0.22 0.33 0.81 -0.1526
C -2.49170 -3.97906 4.38990 -0.02 -0.13 0.19 -0.0603
C -2.64108 -4.86259 5.45365 -0.01 -0.01 0.02 -0.0672
C -2.34545 -4.43235 6.74307 -0.06 -0.04 -0.26 -0.0718
C -1.91166 -3.12770 6.91526 0.12 0.65 -0.56 -0.1449
H -1.91258 -1.96913 3.86485 0.00 -0.10 0.00 0.0812
H -2.71476 -4.28324 3.37355 0.02 0.05 0.07 0.0867
H -2.98522 -5.87792 5.27951 0.04 0.12 0.01 0.1097
H -2.45100 -5.09671 7.59321 0.02 0.08 -0.07 0.1038
H -1.67181 -2.74348 7.90276 -0.02 -0.07 -0.06 0.1025
N 4.83888 -5.31084 -7.48408 -0.12 1.02 0.13 0.0577
C 3.61387 -4.77023 -7.30398 0.79 -0.52 -0.15 -0.1425
C 3.38753 -3.41364 -7.13489 0.23 0.22 0.03 -0.0709
C 4.48325 -2.55705 -7.14692 0.02 -0.08 0.00 -0.0817
C 5.75779 -3.08403 -7.32845 -0.23 0.16 0.04 -0.0837
C 5.88310 -4.45412 -7.49292 -0.64 -0.70 -0.01 -0.1510
H 2.79154 -5.47974 -7.29893 0.02 0.08 0.03 0.0944
H 2.38144 -3.03424 -6.99671 0.15 -0.08 0.01 0.0715
H 4.34527 -1.48769 -7.01619 0.01 -0.09 -0.02 0.0997
H 6.63211 -2.44321 -7.34219 -0.02 -0.08 0.01 0.0909
H 6.85650 -4.91317 -7.64154 -0.05 0.08 0.01 0.1027
N -6.13788 4.57437 4.63174 0.22 0.86 -0.59 0.0636
C -6.26551 5.82529 5.12595 0.05 -0.90 -0.22 -0.1390
C -6.04513 6.97375 4.38256 0.08 -0.03 -0.28 -0.0732
C -5.66676 6.83368 3.05150 0.02 0.02 0.00 -0.0806
C -5.52516 5.55836 2.51427 -0.03 0.25 0.19 -0.0791
C -5.77112 4.47012 3.33594 -0.30 -0.06 0.83 -0.1595
H -6.55933 5.88221 6.17002 0.02 0.04 -0.09 0.1050
H -6.16512 7.95359 4.83064 0.00 -0.11 -0.03 0.1039
H -5.48398 7.71090 2.43774 -0.03 -0.09 0.08 0.1050
H -5.23109 5.41549 1.48064 -0.06 -0.01 0.07 0.0945
H -5.67765 3.45430 2.96219 0.00 0.09 -0.01 0.0959
N 3.65017 2.62476 8.08503 -0.32 0.49 0.89 0.0389
C 3.10044 1.93954 9.11149 0.37 0.38 -0.72 -0.1458
C 2.64116 2.53338 10.27621 0.04 0.25 -0.01 -0.0683
C 2.75495 3.91402 10.40018 0.00 0.00 0.00 -0.0717
C 3.31849 4.64704 9.36085 -0.10 -0.17 0.16 -0.0721
C 3.74566 3.96389 8.23358 -0.03 -0.86 -0.15 -0.1496
H 3.03669 0.86477 8.96847 0.00 0.06 0.07 0.0996
H 2.20576 1.93392 11.06762 0.05 0.04 -0.09 0.1052
H 2.40720 4.41479 11.29905 0.05 -0.06 -0.11 0.1088
H 3.42183 5.72418 9.42690 0.00 -0.11 -0.02 0.1035
H 4.18893 4.49177 7.39383 -0.02 0.01 0.09 0.1020
N 9.05017 -1.62524 -5.53997 -0.39 0.50 0.87 0.0574
C 8.50044 -2.31046 -4.51351 0.40 0.33 -0.79 -0.1490
C 8.04116 -1.71662 -3.34879 0.01 0.30 0.04 -0.0784
C 8.15495 -0.33598 -3.22482 -0.01 -0.03 -0.06 -0.0928
C 8.71849 0.39704 -4.26415 -0.14 -0.15 0.22 -0.0850
C 9.14566 -0.28611 -5.39142 0.00 -0.90 -0.25 -0.1498
H 8.43669 -3.38523 -4.65653 -0.02 0.08 0.05 0.1053
H 7.60576 -2.31608 -2.55738 0.06 0.02 -0.09 0.1015
H 7.80720 0.16479 -2.32595 0.06 -0.06 -0.07 0.0967
H 8.82183 1.47418 -4.19810 0.02 -0.09 -0.03 0.0982
H 9.58893 0.24177 -6.23117 -0.03 -0.01 0.09 0.1032
```
Positions in Å, forces in eV/Å.